Computed, not measured: a cluster of 4 separate species, C26H59Cl2FIN2O20P3 in total, with ωB97M-V with the def2-TZVPD basis set.

Geometry (Å):
I 6.9383 -3.7224 2.7664
Cl 1.8415 0.8218 -3.3790
Cl 4.5118 1.3444 -2.0843
P 6.4719 3.0366 -7.7906
P -5.4907 -4.9369 3.7121
P -6.0030 5.8824 3.4786
F -0.0822 -1.6417 -1.4491
O -5.0539 4.7184 3.7826
O 6.8118 2.5543 -9.4170
O -4.6440 -5.3163 2.4926
O 2.7328 -0.1725 3.9982
O 4.6918 -2.6850 -1.8839
O -4.3043 -3.7521 4.1380
O -4.5384 1.4008 1.8011
O -5.0025 -5.8444 5.0010
O -6.6771 -6.1218 3.2861
O 5.3168 -4.7020 -1.6722
O 6.2685 4.6038 -8.2654
O 5.1155 2.3256 -7.8416
O 1.8858 -3.8076 -1.6402
O -6.5237 5.1078 2.0219
O -3.2197 -0.9278 0.5026
O 2.6270 -1.4793 -1.1896
O -7.4589 5.5819 4.1950
O -5.4824 6.6568 4.9352
O 6.1319 3.5189 -6.1645
O -2.5545 -3.0664 -0.5714
N 5.0789 -3.6515 -1.0880
N -0.1910 -3.6330 0.0916
C 3.7182 -0.1504 -5.2377
C 4.7202 -0.8189 0.0037
C 2.0483 -2.6950 -0.6456
C 1.2272 -1.5412 2.3369
C 0.3856 -1.1891 0.9759
C -3.6690 0.2169 -0.3047
C 5.9388 2.9243 -10.4752
C 4.3514 -0.4060 -2.5697
C 3.1347 -0.5002 -3.7101
C 6.5147 -1.8805 1.6426
C -3.6422 -2.2173 -0.0634
C 7.3086 5.2753 -8.9524
C 3.5608 1.0408 4.0737
C 0.4762 -2.3120 -0.2146
C -8.6532 6.0422 3.5897
C 7.1881 3.2175 -5.2759
C -4.8695 -2.4814 4.3863
C -7.1011 3.8101 2.0631
C -5.0993 8.0009 4.7294
C -5.9396 -6.2296 5.9900
C 1.6711 -0.0641 2.9849
C -1.6346 -3.4898 0.5165
C -6.3159 -7.4906 3.1632
C -3.5592 1.5463 0.7042
C 4.0957 -1.5017 -1.3150
C 4.8742 -1.7030 1.3662
H -4.3276 -1.9624 -1.0063
H 5.3384 -0.7118 -3.1678
H -8.1709 3.8958 1.7748
H 4.2290 -1.0801 -5.7466
H 6.9094 3.5426 -4.2699
H -4.2696 8.0457 4.0193
H 2.0805 -4.6474 -1.0940
H -1.9976 -4.5882 0.8147
H -5.2414 -7.6606 3.1678
H 4.6268 0.7116 4.4987
H -5.5740 -2.5445 5.2199
H -5.6626 -5.7938 6.9540
H -6.8120 -8.0563 3.9811
H 3.7767 1.5621 3.0482
H -5.9474 8.5745 4.3462
H 4.9933 3.3414 -10.1354
H 4.4522 -2.7914 1.3246
H -2.8859 0.3930 -1.1786
H 2.5808 -3.1649 0.2813
H 8.1588 4.6223 -9.1717
H -9.1514 6.7588 4.2488
H 4.4314 0.7875 -5.2423
H -4.4072 2.1630 2.4651
H 0.7802 -0.1693 0.5005
H -6.9618 -5.9277 5.7422
H 2.6747 -1.5769 -3.7994
H -6.7233 -7.8551 2.2031
H -0.7257 -0.9589 1.3146
H 3.1617 1.8669 4.8052
H -5.3846 -2.1231 3.4913
H 6.9751 -2.0507 0.5549
H 0.7334 0.5561 3.3488
H 3.9737 0.0564 0.3323
H 2.2185 -2.1411 2.1720
H 5.7275 2.0132 -11.0634
H -6.9953 3.3157 3.0263
H 7.3697 2.1397 -5.2674
H -4.2425 -2.8826 0.7231
H -5.9044 -7.3227 6.0880
H -8.4785 6.5131 2.6175
H 2.7669 0.1370 -5.8710
H -2.4695 1.4583 1.1836
H 7.6559 6.1265 -8.3601
H -6.5917 3.1972 1.2979
H -4.7791 8.4289 5.6831
H -1.7826 -2.8545 1.5169
H 8.0949 3.7445 -5.5842
H -3.6155 2.5634 0.1287
H 6.4753 3.6397 -11.1351
H 0.4996 -2.0143 3.1376
H 7.0044 -0.9124 2.0839
H 6.9022 5.6609 -9.8968
H -9.3222 5.1821 3.4544
H 2.1300 0.5305 2.0623
H -4.0704 -1.7817 4.6450
H 4.4731 -1.1067 2.2941
H 0.3413 -4.0901 0.8683
H -4.7695 0.1498 -0.6962
H 5.8003 -0.4056 -0.2620

Calculated values
Kohn-Sham gap   6.0 eV
Total charge   0
E   -135555.321 eV